A structure of composition C27H69BrGaIO24P2S7 in a non-equilibrium geometry, computed with wB97M-V/def2-TZVPD.

E_HOMO = 0.059 eV
orbital gap = 0.07460 Ha
calculated total energy = -11142.40999 hartree

```
! RIJCOSX wB97M-V def2-TZVPD def2/J DEFGRID3
* xyz -2 1
C -1.50054 1.03784 -4.55251
C -1.41946 0.78074 -6.00749
I 0.81099 0.59070 -6.41637
C -2.00928 1.82156 -6.84103
Ga -3.80094 2.56987 -6.15292
C -4.61728 3.73539 -7.64210
O -4.27246 3.41180 -8.82072
O -5.35628 4.66539 -7.27603
P -5.39168 0.93900 -5.52156
C -5.41362 -0.50295 -6.68951
C -5.07389 0.23210 -3.82613
P -3.46816 4.00307 -4.26565
O -3.28726 5.46787 -5.01613
Br -5.51252 4.11081 -3.22281
H -2.48077 0.78167 -4.20412
H -0.80690 0.42743 -4.01588
H -1.26316 2.05118 -4.33193
H -1.77519 -0.18852 -6.26548
H -1.34476 2.65548 -6.88865
H -2.14580 1.49345 -7.84387
H -4.55567 -0.56712 -7.33075
H -5.51164 -1.42318 -6.14975
H -6.27609 -0.40076 -7.30272
H -4.27359 0.72696 -3.32206
H -4.88940 -0.82126 -3.85520
H -5.93949 0.37645 -3.22823
H -4.14237 5.72962 -5.37000
O 2.77864 -0.99257 -3.91102
S 3.93357 -1.58571 -4.48422
O 4.08166 -3.01342 -4.50471
O 5.21659 -0.94119 -3.79883
C 5.26026 -0.90757 -2.35112
C 5.70227 -2.22802 -1.75105
C 4.21192 -0.95803 -6.09993
H 4.29393 -0.59615 -1.95984
H 5.97102 -0.12443 -2.11205
H 4.95390 -3.00323 -1.90435
H 5.85784 -2.10803 -0.67847
H 6.63027 -2.56815 -2.21152
H 4.16394 0.12559 -6.06464
H 3.42352 -1.34344 -6.74142
H 5.18606 -1.30204 -6.43902
O -7.36218 -1.83818 -0.08665
S -6.47374 -0.71712 -0.00950
O -5.34540 -0.63234 -0.86292
O -5.98445 -0.58925 1.50531
C -5.43013 -1.77651 2.09734
C -3.99847 -2.02255 1.65871
C -7.37198 0.78657 -0.10413
H -6.07008 -2.63006 1.86808
H -5.48149 -1.60473 3.17163
H -3.94673 -2.27735 0.60228
H -3.56812 -2.84445 2.23292
H -3.39377 -1.12945 1.80830
H -8.20045 0.74858 0.59712
H -7.73223 0.86884 -1.12727
H -6.69710 1.60787 0.11850
O 5.28492 1.00277 0.09004
S 4.61249 0.89888 1.34747
O 3.49704 0.02234 1.49356
O 4.22720 2.33719 1.84582
C 3.46284 3.18791 0.93324
C 1.99004 2.84027 0.92151
C 5.78825 0.53274 2.60389
H 3.90312 3.13463 -0.06178
H 3.62073 4.19619 1.30712
H 1.81338 1.86524 0.47185
H 1.43381 3.58175 0.34974
H 1.59782 2.80715 1.93640
H 6.61337 1.23342 2.52549
H 6.13176 -0.48416 2.43058
H 5.29976 0.60823 3.57083
O 0.21589 1.07307 3.35998
S 0.26317 -0.12573 4.13058
O -0.39056 -1.30441 3.66668
O -0.26063 0.20763 5.59993
C -1.52946 0.89076 5.69275
C -2.70883 -0.04401 5.51571
C 1.92227 -0.50035 4.55126
H -1.55425 1.70586 4.96911
H -1.53506 1.33226 6.68735
H -2.76128 -0.42501 4.49905
H -3.63643 0.48620 5.73241
H -2.62240 -0.89887 6.18631
H 2.38649 0.39113 4.96287
H 2.41882 -0.79853 3.62966
H 1.93097 -1.31353 5.27163
O 3.14556 -8.59389 -1.97257
S 2.23207 -7.71336 -1.31026
O 0.84130 -7.78384 -1.61495
O 2.74908 -6.23762 -1.44163
C 3.06373 -5.72643 -2.77260
C 1.84268 -5.27539 -3.53654
C 2.44104 -7.85276 0.43066
H 3.63344 -6.47935 -3.31663
H 3.72256 -4.88207 -2.59547
H 1.19898 -6.11181 -3.80832
H 2.15828 -4.76848 -4.44501
H 1.25105 -4.58406 -2.93889
H 3.49606 -7.75234 0.66463
H 2.07647 -8.83593 0.71711
H 1.85553 -7.07540 0.91199
O -0.52479 8.42621 0.39938
S -1.69635 7.65129 0.67912
O -1.67370 6.24116 0.49985
O -2.92593 8.29263 -0.05879
C -2.82988 8.54052 -1.49604
C -3.10816 7.32243 -2.34988
C -2.24104 8.00328 2.31667
H -1.85381 8.97724 -1.70876
H -3.57833 9.30863 -1.67936
H -2.32497 6.57289 -2.25462
H -3.17031 7.60232 -3.39847
H -4.04506 6.84944 -2.05819
H -2.30205 9.07964 2.44336
H -1.50446 7.57875 2.99404
H -3.20855 7.53408 2.46595
O 3.08015 -2.66657 7.03316
S 3.34537 -2.75296 8.43319
O 4.26878 -1.84654 9.03469
O 3.77438 -4.23832 8.76982
C 4.82310 -4.82325 7.96203
C 6.20457 -4.36277 8.38097
C 1.83654 -2.73920 9.32931
H 4.62906 -4.60944 6.91122
H 4.71445 -5.89519 8.10475
H 6.35378 -3.30672 8.16415
H 6.96081 -4.93456 7.84406
H 6.34607 -4.50479 9.45147
H 1.16527 -3.47232 8.89352
H 1.42304 -1.73846 9.23300
H 2.04717 -2.96581 10.36995
*
```

---

A structure of composition C27H69N6O13S2, computed with wB97M-V/def2-TZVPD.

E_HOMO = -5.850 eV
orbital gap = 0.29912 Ha
calculated total energy = -3173.04651 hartree

```
! RIJCOSX wB97M-V def2-TZVPD def2/J DEFGRID3
* xyz -1 1
N -2.59946 1.11099 -0.28150
C -2.32275 -0.08366 -1.11156
C -0.87930 -0.58127 -0.98733
C 0.02369 -0.38705 -2.20273
S 0.33540 1.28842 -2.75633
O -0.84284 2.09698 -2.51522
O 0.76627 1.16688 -4.13443
N 1.61855 1.77504 -1.90205
S 1.43455 2.52987 -0.51472
O 2.75269 2.86576 -0.03164
O 0.54243 1.89586 0.42722
O 0.69058 3.91754 -0.85242
H -1.71470 1.50688 0.01926
H -2.99287 1.82996 -0.87281
H -3.01365 -0.87156 -0.80654
H -2.53909 0.15885 -2.15498
H -0.92574 -1.66154 -0.82022
H -0.40233 -0.16135 -0.10167
H -0.33632 -0.93551 -3.07334
H 1.01915 -0.77467 -1.97139
H 0.85912 4.13688 -1.77706
C 6.51665 1.40348 1.97752
O 7.22144 0.92738 0.84895
C 7.99671 -0.23939 1.06622
C 7.41726 -1.41308 0.30488
N 6.15783 -1.83806 0.89328
C 5.41471 -2.82358 0.11667
C 4.87210 -2.38849 -1.24146
O 3.87512 -1.39590 -1.16327
C 4.35897 -0.05451 -1.12582
H 6.02739 2.32912 1.68233
H 5.74775 0.69970 2.31278
H 7.19708 1.60417 2.81299
H 8.05744 -0.47341 2.13440
H 9.00914 -0.03816 0.70143
H 8.12213 -2.25099 0.34641
H 7.32526 -1.10706 -0.74687
H 5.56595 -1.02830 1.02710
H 4.56548 -3.14058 0.72690
H 6.05383 -3.70368 -0.02605
H 4.40305 -3.26235 -1.70599
H 5.67585 -2.06219 -1.91479
H 5.28527 0.03635 -1.70241
H 4.54524 0.28169 -0.10249
H 3.60784 0.60777 -1.54986
C -7.60551 -4.10102 1.15946
O -7.12805 -5.10762 0.29128
C -7.97093 -5.37801 -0.82012
C -7.30032 -4.98061 -2.11678
N -7.17494 -3.53566 -2.21569
C -6.40409 -3.06379 -3.36068
C -4.92528 -3.42945 -3.42163
O -4.15013 -2.83298 -2.40530
C -4.05810 -3.55300 -1.19260
H -6.92012 -4.05336 2.00352
H -7.63728 -3.11838 0.67719
H -8.60781 -4.33951 1.53113
H -8.92538 -4.85325 -0.71222
H -8.17117 -6.45363 -0.83402
H -7.91139 -5.33787 -2.95221
H -6.33425 -5.50332 -2.16579
H -6.74871 -3.18319 -1.36794
H -6.47414 -1.97394 -3.37751
H -6.88739 -3.42873 -4.27385
H -4.53279 -3.04504 -4.36694
H -4.76785 -4.51621 -3.42794
H -4.10173 -4.63383 -1.36213
H -4.84956 -3.27339 -0.49001
H -3.10068 -3.30566 -0.73194
C 0.08376 10.96809 1.88920
O 0.62363 10.36113 0.73758
C 1.29571 9.12768 0.98608
C 0.56788 7.96948 0.34424
N -0.71090 7.73102 0.99590
C -1.53229 6.70742 0.35532
C -2.04136 6.98626 -1.05137
O -2.97470 8.05566 -1.12872
C -2.41484 9.33605 -1.31879
H -0.32174 11.93266 1.58630
H -0.72038 10.37147 2.33440
H 0.85297 11.13415 2.65149
H 1.39218 8.96216 2.06338
H 2.29964 9.20314 0.55961
H 1.18308 7.07032 0.44021
H 0.47019 8.18862 -0.72912
H -1.22953 8.59918 1.03649
H -2.39993 6.52952 0.99519
H -0.95852 5.77598 0.33118
H -2.57088 6.09432 -1.39226
H -1.22220 7.16022 -1.75934
H -1.50123 9.29072 -1.91949
H -2.18078 9.83605 -0.37321
H -3.15072 9.94298 -1.84836
C 3.26204 -6.91283 1.92598
O 2.17681 -6.66378 2.79368
C 2.45306 -5.71487 3.81814
C 1.63465 -4.45714 3.62888
N 2.06771 -3.73568 2.44520
C 1.26212 -2.56774 2.09708
C -0.18846 -2.80736 1.70520
O -0.34233 -3.51194 0.48272
C -0.33574 -4.91971 0.57306
H 2.95678 -7.70914 1.24888
H 3.53141 -6.03066 1.33493
H 4.14782 -7.24150 2.48010
H 3.51955 -5.46996 3.82887
H 2.19623 -6.17376 4.77756
H 1.77446 -3.81453 4.50398
H 0.57372 -4.74658 3.59742
H 2.08011 -4.37290 1.65927
H 1.75343 -2.05849 1.26390
H 1.27929 -1.87331 2.94295
H -0.64740 -1.82949 1.54820
H -0.76187 -3.30400 2.49862
H -0.76231 -5.26630 1.51965
H 0.66938 -5.34084 0.46810
H -0.94478 -5.30355 -0.24695
*
```

---

A cluster of 9 separate species, C27H70N12O11 in total in a non-equilibrium geometry, computed with wB97M-V/def2-TZVPD.

E_HOMO = -7.985 eV
orbital gap = 0.29898 Ha
calculated total energy = -2555.23776 hartree
structure (SMILES) = CC1(C)CCCC(C)(C)N1O.CC1(C)CCCC(C)(C)N1O.NC(N)=O.NC(N)=O.NC(N)=O.NC(N)=O.NC(N)=O.OCCO.OCCO

```
! RIJCOSX wB97M-V def2-TZVPD def2/J DEFGRID3
* xyz 0 1
C -28.85917 -8.75025 22.35379
C -28.06806 -8.30980 23.58451
O -27.08830 -9.38709 23.86240
O -27.95763 -8.79352 21.36428
H -29.66737 -8.05562 22.12487
H -29.24865 -9.76486 22.43710
H -28.66417 -8.03476 24.45463
H -27.46851 -7.41714 23.40617
H -26.44770 -8.87302 24.35932
H -27.16362 -9.16475 21.75586
C -18.45516 3.32628 20.53956
C -19.55031 3.25662 19.49839
O -20.61463 4.24372 19.43477
O -19.05029 2.81382 21.71857
H -18.10795 4.34389 20.71853
H -17.56688 2.78451 20.21468
H -19.86625 2.21428 19.54096
H -18.92309 3.40319 18.61907
H -20.12449 4.98829 19.07844
H -19.42939 3.53549 22.22560
C -22.79152 -2.22203 24.36713
O -23.07989 -3.36059 24.64816
N -22.62832 -1.81557 23.10163
N -22.41685 -1.21116 25.03057
H -22.42190 -0.85543 22.86581
H -22.61400 -2.50689 22.36544
H -22.30978 -0.28542 24.64118
H -22.69320 -1.36293 25.99010
C -21.93176 7.73494 25.05047
O -21.57250 6.54385 25.33787
N -21.61623 8.81278 25.78557
N -22.53146 8.12269 23.97169
H -21.02361 8.85503 26.60234
H -21.92166 9.67164 25.35064
H -22.62370 7.55166 23.14372
H -22.85075 9.06494 24.14576
C -26.63073 -4.07690 30.59012
O -26.25895 -3.02790 30.13456
N -26.10388 -4.60753 31.64087
N -27.78836 -4.58364 30.24539
H -25.64763 -3.97159 32.27926
H -26.64062 -5.45153 31.78114
H -28.26125 -5.09875 30.97418
H -28.26764 -4.06518 29.52318
C -21.02580 -8.44359 20.33877
O -21.68534 -9.35567 19.82809
N -20.63671 -7.36678 19.70534
N -20.47713 -8.56135 21.45232
H -19.88748 -6.78546 20.05293
H -20.84192 -7.39383 18.71677
H -20.39288 -9.46811 21.88910
H -19.83947 -7.87388 21.82763
C -16.47636 -1.99775 26.91821
O -16.23303 -1.97969 28.11553
N -17.14984 -2.89878 26.31685
N -16.33279 -1.04898 26.09043
H -17.24755 -2.67395 25.33705
H -17.39620 -3.73742 26.82289
H -16.90084 -0.77500 25.30154
H -15.69039 -0.33216 26.39635
C -23.35736 -4.80765 14.50174
C -22.38626 -5.00091 13.34451
C -21.38609 -3.76052 13.36845
C -20.07871 -3.91664 12.59579
C -19.44552 -5.23852 13.00672
C -20.32744 -6.53352 12.90299
N -21.61651 -6.24632 13.53432
O -22.41148 -7.30536 13.61489
C -20.43971 -6.95775 11.44774
C -19.60634 -7.69727 13.62058
C -23.32452 -5.06931 12.09971
H -22.76452 -4.63100 15.39921
H -24.00644 -5.65383 14.72705
H -24.14440 -4.06965 14.34672
H -21.87314 -2.86696 12.97803
H -21.24361 -3.42456 14.39554
H -19.41784 -3.08096 12.82597
H -20.27687 -4.00590 11.52766
H -19.30071 -4.87370 14.02359
H -18.41403 -5.34566 12.67108
H -19.55312 -7.31064 10.92094
H -21.22943 -7.69076 11.28298
H -20.80310 -6.11456 10.86031
H -18.61148 -7.79050 13.18510
H -19.59653 -7.65787 14.70983
H -20.15933 -8.58873 13.32462
H -22.81044 -5.16772 11.14361
H -23.80046 -4.09049 12.04049
H -24.04671 -5.88492 12.06335
H -22.38231 -7.55292 14.54195
C -21.12219 4.03493 37.62697
C -20.20317 3.28504 36.65443
C -20.69957 1.86363 36.59649
C -21.96835 1.62198 35.82077
C -21.81965 2.14112 34.38539
C -21.18802 3.57666 34.25243
N -20.18774 3.84320 35.32078
O -19.67170 5.18396 35.29616
C -20.51387 3.77310 32.84688
C -22.33968 4.62442 34.39745
C -18.66540 3.27595 37.15697
H -20.77246 5.06599 37.67926
H -21.19953 3.49193 38.56891
H -22.12482 4.17866 37.22424
H -19.89192 1.29321 36.13779
H -20.84151 1.44877 37.59441
H -22.79247 2.05456 36.38805
H -22.09673 0.54147 35.88473
H -22.80420 2.21019 33.92281
H -21.34108 1.45482 33.68679
H -20.36463 4.85281 32.85492
H -19.56006 3.25234 32.76226
H -21.08596 3.42512 31.98681
H -23.12003 4.35166 35.10792
H -22.06636 5.57157 34.86255
H -22.84853 5.04480 33.53001
H -18.26752 4.29074 37.15621
H -18.07416 2.67549 36.46561
H -18.59046 2.87881 38.16928
H -20.36320 5.65676 35.76507
*
```

---

A cluster of 7 separate species, C27H70N2O9 in total in a non-equilibrium geometry, computed with wB97M-V/def2-TZVPD.

E_HOMO = -8.761 eV
orbital gap = 0.34489 Ha
calculated total energy = -1857.19349 hartree
structure (SMILES) = COCCNCCOC.COCCNCCOC.CC(C)O.CC(C)O.CC(C)O.CC(C)O.CC(C)O

```
! RIJCOSX wB97M-V def2-TZVPD def2/J DEFGRID3
* xyz 0 1
C 4.69707 3.14495 0.52071
O 4.29395 1.84851 0.28886
C 3.17932 1.68504 -0.55595
C 2.96720 0.22121 -0.84530
N 1.97293 0.22269 -1.91695
C 1.58882 -1.18794 -2.19255
C 0.46309 -1.30684 -3.18922
O -0.43526 -0.19121 -3.18936
C -1.76839 -0.55599 -3.65161
H 5.07264 3.22851 1.57451
H 3.90367 3.85582 0.30955
H 5.52745 3.38138 -0.16122
H 3.43063 2.18776 -1.42212
H 2.29622 2.06396 -0.06695
H 2.56347 -0.23280 0.05377
H 3.93475 -0.25497 -1.19630
H 2.47937 0.52400 -2.73260
H 1.28767 -1.71430 -1.24807
H 2.47878 -1.69188 -2.59986
H -0.09158 -2.15245 -2.88855
H 0.89704 -1.46861 -4.15337
H -2.23636 -1.19695 -2.92251
H -1.69589 -1.15415 -4.53556
H -2.39428 0.30725 -3.89897
C -2.27109 -4.16294 -3.58995
O -2.23854 -3.65217 -2.23467
C -1.16845 -4.05309 -1.43803
C -1.01602 -3.07699 -0.31338
N -0.27715 -3.62903 0.80576
C -0.02218 -2.63361 1.81231
C 0.42380 -3.29149 3.11192
O 1.52754 -4.12124 2.94276
C 2.64367 -3.30177 2.67432
H -1.41385 -3.79137 -4.11767
H -3.19923 -3.85381 -4.13575
H -2.25276 -5.24939 -3.55304
H -0.32517 -4.21555 -2.07271
H -1.38324 -4.99279 -0.97375
H -1.93490 -2.66740 0.07291
H -0.56585 -2.21137 -0.70986
H 0.61748 -3.85173 0.40168
H -0.90927 -2.08478 1.92044
H 0.62371 -1.86519 1.49592
H -0.41199 -3.83651 3.59683
H 0.58470 -2.53741 3.86129
H 3.57942 -3.87174 2.59976
H 2.86547 -2.60722 3.46657
H 2.55303 -2.60533 1.82020
C 0.71740 0.50728 3.38612
C -0.55595 0.42720 4.27197
C -1.51443 1.58858 4.25778
O -1.27148 -0.58947 3.68194
H 1.40899 1.21409 3.83282
H 0.56755 0.94974 2.44284
H 1.20688 -0.48809 3.27370
H -0.31632 0.14503 5.26087
H -2.41697 1.40260 4.82908
H -1.86118 1.74167 3.24254
H -0.99966 2.45135 4.64279
H -1.98715 -0.80712 4.30207
C -2.40815 0.30104 0.39038
C -1.19749 0.84355 -0.24733
C -0.92930 2.22798 0.26866
O -0.09352 0.06948 0.04413
H -3.24462 1.00291 0.30826
H -2.13180 0.15758 1.45394
H -2.70470 -0.63440 -0.03860
H -1.39144 0.78281 -1.33099
H -0.83452 2.23320 1.30840
H -1.78759 2.90885 0.02106
H 0.00837 2.63814 -0.10053
H 0.62766 0.20671 -0.61590
C 1.64065 4.21899 -2.29024
C 1.46923 3.65963 -3.70203
C 2.29224 4.41111 -4.69946
O 1.84027 2.24098 -3.71926
H 1.33577 5.24129 -2.07133
H 2.69744 4.15169 -2.07550
H 1.08620 3.60492 -1.64614
H 0.39803 3.79616 -3.91734
H 3.34400 4.16042 -4.54873
H 2.05590 5.49345 -4.58917
H 2.09268 4.07502 -5.69806
H 1.22844 1.77519 -3.13484
C -4.61903 -2.81708 -0.26787
C -4.39852 -4.29621 -0.00803
C -5.47983 -4.86571 0.89818
O -4.36992 -5.06518 -1.20557
H -4.57360 -2.29417 0.66042
H -5.50418 -2.69503 -0.80601
H -3.77473 -2.38497 -0.79556
H -3.41151 -4.34006 0.49043
H -6.46725 -4.91108 0.42394
H -5.52701 -4.31749 1.83926
H -5.21926 -5.91064 1.10446
H -3.87128 -4.55903 -1.82435
C 2.29089 3.76534 2.78333
C 1.28649 4.76587 2.52677
C 1.40994 5.19692 1.09409
O 0.04062 4.19065 2.74199
H 2.12516 2.96260 2.06283
H 2.18006 3.28177 3.78645
H 3.28332 4.14101 2.62581
H 1.44881 5.59501 3.19905
H 2.40113 5.45249 0.78929
H 0.72092 5.99584 0.88644
H 1.11466 4.37657 0.48758
H 0.10126 3.22395 2.88894
*
```